21 unconnected molecules or ions with the total composition C81H105Br12N9O18 in a non-equilibrium geometry, computed with ωB97M-V/def2-TZVPD.

Calculated values
- Max |F|: 0.1287 hartree/bohr
- Frontier orbital gap: 9.43 eV
- Molar mass: 2451.62 g/mol
- Charge: 0

```
225
Properties=species:S:1:pos:R:3:forces:R:3
C 2.406 -16.590 22.591 -0.438 0.210 0.850
C 1.118 -16.034 23.318 3.252 -1.415 -0.413
C 0.697 -14.691 22.827 1.181 1.536 1.407
O -0.576 -14.894 22.334 -1.271 0.698 -1.254
C -0.881 -16.187 22.333 -0.315 -0.960 0.079
O -1.885 -16.690 21.953 -0.288 0.225 -0.239
O 0.138 -16.885 22.865 -1.950 -1.265 -0.366
H 2.383 -17.679 22.642 0.124 -0.009 0.476
H 3.334 -16.217 23.024 -0.013 0.021 -0.060
H 2.392 -16.401 21.518 -0.169 0.541 0.015
H 1.170 -16.161 24.399 0.322 0.323 0.079
H 1.444 -14.307 22.133 -0.498 0.058 -0.599
H 0.610 -13.949 23.621 0.136 -0.020 0.118
C 7.036 -17.059 26.844 0.117 0.939 -0.894
C 6.131 -15.770 26.724 1.033 -1.985 0.696
C 5.142 -15.717 25.545 2.466 0.920 -0.791
O 3.882 -15.754 26.127 -0.684 -0.559 -0.269
C 3.978 -15.805 27.457 -2.047 -0.197 2.772
O 2.980 -15.808 28.183 2.954 0.010 -1.721
O 5.283 -15.861 27.875 -2.130 0.568 -0.364
H 7.751 -17.129 26.024 0.082 0.376 -0.201
H 6.492 -18.001 26.784 -0.528 0.278 0.308
H 7.633 -17.019 27.754 -0.254 0.041 0.124
H 6.728 -14.866 26.852 0.016 -0.077 -0.216
H 5.434 -16.457 24.800 -0.884 -0.742 0.253
H 5.257 -14.794 24.977 -0.122 0.321 0.215
C 8.952 -21.103 28.831 0.979 0.631 0.417
C 10.170 -21.615 29.611 -1.302 0.767 -1.515
C 10.041 -23.018 30.054 -2.350 -0.466 1.727
O 11.204 -23.609 29.749 4.025 -1.678 -1.462
C 11.947 -22.821 28.928 0.387 -0.639 -0.965
O 12.981 -23.059 28.375 -0.267 -0.539 0.743
O 11.292 -21.694 28.702 -0.647 1.534 0.995
H 8.222 -20.877 29.608 -0.559 -0.038 -0.503
H 8.608 -21.735 28.012 -0.107 -0.514 0.476
H 9.245 -20.191 28.311 -0.071 0.355 0.287
H 10.293 -21.008 30.507 0.844 0.596 -0.388
H 9.204 -23.521 29.569 -0.094 -0.194 -0.019
H 9.984 -23.130 31.137 -0.767 0.243 0.079
C 2.661 -18.153 18.756 0.532 -0.096 -0.444
C 3.160 -19.559 18.390 -1.253 -0.382 0.082
C 2.596 -20.619 19.310 0.534 -0.557 1.468
O 2.087 -21.687 18.481 0.537 -0.184 4.232
C 2.118 -21.272 17.297 -0.875 -1.388 -6.412
O 1.769 -21.961 16.339 0.532 1.359 1.497
O 2.599 -20.038 17.152 0.342 1.187 -0.581
H 2.419 -17.603 17.846 0.030 -0.015 -0.013
H 3.422 -17.583 19.290 0.103 -0.092 0.029
H 1.772 -18.187 19.386 -0.043 -0.114 -0.120
H 4.238 -19.712 18.346 0.073 0.634 -0.162
H 1.774 -20.283 19.942 0.200 0.027 -0.022
H 3.451 -20.994 19.872 -0.549 -0.372 0.497
C 0.852 -18.149 27.638 -1.331 -0.304 -0.780
C 1.308 -19.406 26.869 -0.380 1.321 1.163
C 0.964 -19.548 25.372 -0.823 -0.861 1.410
O 2.181 -19.348 24.714 1.870 1.009 -0.335
C 3.227 -19.209 25.611 -0.823 -0.613 0.825
O 4.400 -19.140 25.360 -1.372 0.205 -0.172
O 2.697 -19.246 26.871 2.708 -0.277 -1.384
H 0.943 -17.230 27.059 0.656 -0.046 -0.072
H 1.403 -18.078 28.576 -0.096 0.081 -0.178
H -0.222 -18.178 27.819 -0.128 -0.321 0.381
H 1.096 -20.262 27.509 -0.231 -0.320 -0.397
H 0.152 -18.855 25.152 0.381 0.226 -0.688
H 0.667 -20.565 25.114 -0.344 0.018 0.109
C 8.182 -23.872 22.797 0.193 -0.147 0.956
C 7.559 -25.170 23.381 2.399 3.105 0.374
C 6.119 -25.097 23.310 -2.774 0.831 -0.393
O 5.730 -26.371 22.806 0.511 -0.038 -0.811
C 6.842 -26.919 22.213 -1.409 -4.076 0.123
O 6.789 -28.019 21.649 0.651 3.672 1.072
O 7.936 -26.231 22.573 0.164 -1.540 -1.031
H 7.664 -23.510 21.909 -0.146 -0.180 0.008
H 9.245 -23.948 22.567 0.041 -0.374 -0.034
H 8.142 -23.118 23.583 -0.252 0.282 -0.148
H 7.833 -25.252 24.433 0.781 -0.669 -0.072
H 5.832 -24.288 22.637 -0.403 -0.283 -0.378
H 5.582 -24.856 24.228 0.194 -0.450 0.185
N 13.282 -27.914 22.785 0.055 0.059 -0.142
C 13.381 -26.617 22.499 -0.265 -0.178 0.084
C 12.435 -25.933 21.739 1.841 0.767 1.647
C 11.399 -26.633 21.246 -1.975 0.281 -1.395
C 11.275 -27.974 21.439 1.075 -1.505 1.154
C 12.252 -28.576 22.269 -0.374 0.199 -0.987
H 14.243 -26.131 22.931 0.099 0.306 -0.011
H 12.510 -24.855 21.718 -0.101 -0.065 -0.507
H 10.636 -26.132 20.669 -0.106 0.190 -0.106
H 10.474 -28.546 20.994 -0.045 -0.034 0.110
H 12.278 -29.640 22.453 -0.359 -0.147 0.109
N 9.694 -20.232 23.090 -0.308 -0.605 -0.444
C 9.015 -19.857 24.176 0.927 -0.041 0.313
C 7.676 -19.690 24.253 -2.400 -0.290 -2.253
C 6.977 -19.881 23.035 0.099 0.690 0.840
C 7.647 -20.279 21.892 -0.381 -0.238 -0.611
C 8.991 -20.522 21.948 1.936 0.970 2.633
H 9.483 -19.621 25.120 1.029 -0.188 -0.204
H 7.145 -19.372 25.138 0.113 -0.058 0.034
H 5.942 -19.578 22.971 -0.235 -0.302 0.089
H 7.181 -20.371 20.922 -0.505 -0.017 -0.023
H 9.660 -20.867 21.173 -0.433 -0.034 -0.503
N 3.316 -23.308 23.151 -1.188 0.271 0.239
C 2.892 -22.098 22.665 0.928 -1.183 0.634
C 1.586 -21.811 22.352 -0.841 -0.677 0.116
C 0.679 -22.860 22.488 -0.228 0.503 -1.158
C 1.083 -24.090 22.903 -0.345 -0.627 0.682
C 2.385 -24.274 23.331 0.551 1.242 -0.459
H 3.691 -21.376 22.581 0.021 0.217 -0.128
H 1.181 -20.879 21.986 0.531 0.290 0.114
H -0.333 -22.784 22.120 -0.185 0.398 0.174
H 0.330 -24.862 22.957 0.190 -0.303 0.137
H 2.638 -25.188 23.847 0.535 -0.126 -0.183
N 14.142 -16.913 22.944 0.772 0.239 -1.694
C 15.380 -16.955 22.336 -1.462 -0.812 2.287
C 16.336 -17.913 22.722 -0.605 0.654 -0.714
C 16.008 -18.829 23.721 -0.319 0.471 -0.212
C 14.772 -18.697 24.324 -0.388 -0.889 0.635
C 13.816 -17.820 23.860 1.222 1.209 -0.301
H 15.549 -16.141 21.647 0.280 -0.148 -0.203
H 17.292 -17.884 22.219 0.148 -0.266 0.061
H 16.648 -19.642 24.031 0.317 0.163 0.030
H 14.501 -19.287 25.187 0.093 -0.384 -0.123
H 12.840 -17.722 24.311 -0.068 -0.173 -0.004
N 4.784 -22.550 29.161 -0.461 1.140 -0.740
C 5.840 -23.058 28.458 -2.657 0.339 0.007
C 5.723 -23.284 27.102 1.214 -0.260 0.647
C 4.593 -22.896 26.433 0.562 -0.778 -2.122
C 3.558 -22.351 27.081 -1.465 1.407 2.657
C 3.666 -22.125 28.466 2.496 -1.652 -0.337
H 6.757 -23.367 28.938 -0.187 0.103 0.605
H 6.565 -23.814 26.681 -0.007 0.171 -0.712
H 4.475 -23.004 25.365 0.292 -0.324 -0.242
H 2.620 -22.048 26.639 0.088 -0.040 -0.522
H 2.842 -21.625 28.954 0.199 -0.146 0.656
N 14.558 -21.755 17.864 0.074 0.819 1.425
C 13.336 -21.224 18.126 0.983 -0.969 -0.525
C 13.003 -20.408 19.192 1.355 0.348 0.149
C 14.062 -20.034 20.026 -0.043 -0.191 -0.817
C 15.357 -20.528 19.764 -1.520 1.047 1.203
C 15.558 -21.404 18.734 -1.166 -0.411 -0.960
H 12.558 -21.519 17.437 -0.065 -0.068 -0.235
H 12.012 -19.985 19.261 0.055 -0.273 0.220
H 13.903 -19.320 20.821 -0.007 0.005 0.216
H 16.110 -20.159 20.444 0.470 -0.362 -0.164
H 16.539 -21.843 18.625 0.015 -0.151 -0.493
N 15.394 -22.489 24.178 -0.883 -0.008 0.230
C 14.338 -22.012 24.901 0.831 -0.342 -1.661
C 13.122 -21.857 24.293 -1.422 -0.572 -1.038
C 12.837 -22.338 22.965 1.480 0.848 1.556
C 13.899 -22.880 22.252 0.328 0.404 1.337
C 15.156 -22.895 22.931 -0.387 0.077 0.022
H 14.530 -21.721 25.923 -0.001 -0.003 0.106
H 12.280 -21.419 24.809 0.119 0.024 0.196
H 11.830 -22.148 22.626 -0.070 -0.253 -0.415
H 13.798 -23.283 21.255 0.153 0.123 -0.117
H 16.045 -23.261 22.441 -0.001 -0.126 -0.356
N 8.356 -15.270 23.893 -0.765 -0.458 0.698
C 9.184 -16.163 23.280 -0.212 2.480 1.130
C 10.540 -16.036 23.442 1.173 -0.075 1.148
C 11.057 -15.110 24.383 -1.111 0.317 -1.414
C 10.171 -14.199 24.961 0.356 -0.517 1.011
C 8.800 -14.330 24.781 0.779 -2.350 -2.135
H 8.805 -16.953 22.649 -0.549 0.098 -0.079
H 11.173 -16.738 22.919 0.318 -0.020 0.068
H 12.116 -15.008 24.572 0.094 -0.203 -0.077
H 10.552 -13.509 25.700 0.029 0.233 -0.014
H 8.061 -13.812 25.374 -0.050 0.373 -0.327
N 7.152 -19.783 17.938 1.742 -0.159 -0.952
C 6.600 -20.075 16.715 2.291 0.260 1.457
C 7.400 -20.132 15.568 -1.438 -1.048 -0.046
C 8.762 -20.045 15.631 0.819 0.294 0.164
C 9.372 -19.711 16.825 -1.395 -0.564 1.191
C 8.532 -19.607 17.967 -0.952 0.006 -1.815
H 5.588 -20.450 16.731 -0.237 0.442 -0.197
H 6.944 -20.500 14.661 -0.132 0.205 -0.175
H 9.388 -20.315 14.793 -0.131 0.227 -0.318
H 10.449 -19.715 16.906 0.057 0.279 0.196
H 9.064 -19.381 18.879 -0.606 0.009 0.578
Br 12.880 -13.280 19.023 -0.427 -1.044 -0.051
C 12.290 -15.184 18.820 -0.340 -0.221 0.536
C 12.042 -15.804 20.223 0.343 -0.003 -1.278
Br 11.187 -17.624 19.971 0.358 1.183 0.318
H 13.039 -15.665 18.191 0.158 -0.050 0.517
H 11.352 -15.242 18.268 0.144 0.591 0.078
H 11.337 -15.185 20.777 0.075 -0.294 0.025
H 12.961 -15.999 20.776 -0.275 0.038 0.099
Br 11.471 -26.271 27.051 0.497 0.463 -0.442
C 12.180 -25.139 25.583 0.824 -0.888 0.231
C 11.055 -24.702 24.722 -0.314 0.056 -0.003
Br 10.150 -23.253 25.665 -0.330 0.115 -0.220
H 12.866 -25.741 24.987 -0.196 -0.442 0.156
H 12.809 -24.349 25.993 -0.491 0.099 0.281
H 10.340 -25.510 24.566 -0.035 0.146 0.083
H 11.407 -24.383 23.741 -0.078 0.410 0.227
Br 13.827 -19.014 30.620 -0.018 0.011 -0.183
C 12.514 -18.630 29.224 -0.416 -0.559 0.015
C 13.063 -19.158 27.874 -0.018 1.315 -0.120
Br 11.684 -19.190 26.363 0.989 0.017 1.590
H 12.314 -17.562 29.308 0.493 0.026 -0.663
H 11.584 -19.056 29.600 0.196 -0.570 -0.449
H 13.658 -20.070 27.888 -1.000 -0.488 0.289
H 13.812 -18.435 27.548 -0.281 0.276 -0.264
Br 10.709 -23.069 19.719 -1.592 -0.096 -0.522
C 8.776 -23.138 19.071 -0.353 -0.462 -0.381
C 8.756 -23.408 17.567 0.767 0.110 -0.024
Br 6.885 -23.755 16.854 1.845 0.327 0.399
H 8.257 -22.229 19.373 0.429 0.186 -0.109
H 8.235 -23.968 19.527 0.552 -0.071 0.482
H 9.422 -24.248 17.369 -0.739 -0.594 -0.014
H 9.280 -22.635 17.005 -0.842 0.489 -0.107
Br 5.999 -16.835 21.578 0.545 0.757 -0.589
C 7.125 -15.593 20.468 -0.342 -0.141 -0.634
C 7.646 -16.420 19.314 0.237 -0.838 -0.656
Br 8.711 -15.462 17.911 -0.515 -0.095 0.940
H 7.892 -15.161 21.110 -0.170 -0.212 -0.002
H 6.472 -14.823 20.057 -0.078 -0.003 0.462
H 6.869 -16.857 18.686 -0.239 0.233 0.365
H 8.245 -17.268 19.644 0.268 0.329 0.027
Br 4.953 -23.453 19.786 -1.195 -0.788 -0.353
C 3.438 -24.756 19.386 -0.241 -0.745 -1.145
C 3.368 -25.309 17.907 0.903 -0.214 0.966
Br 2.311 -27.031 17.856 0.456 1.249 0.204
H 2.493 -24.296 19.675 0.343 0.191 0.122
H 3.661 -25.632 19.995 0.025 0.375 0.238
H 4.375 -25.647 17.662 -0.136 0.016 -0.171
H 3.000 -24.663 17.109 -0.251 0.071 0.445
```
Forces are in eV/Å.

2 unconnected molecules or ions with the total composition C3H10OS2 in a non-equilibrium geometry, computed with ωB97M-V/def2-TZVPD.

Calculated values
- Relative energy (zero: lowest compared OMol25 entry of this formula, charge and spin): 1.067 eV
- Max |F|: 0.0320 hartree/bohr
- Frontier orbital gap: 9.30 eV
- Molar mass: 126.25 g/mol
- SMILES: CCO.CSS
- Charge: 0

```
16
Properties=species:S:1:pos:R:3:forces:R:3
C 0.376 1.781 0.234 0.698 -1.071 -0.133
C 1.592 1.074 -0.351 -0.026 -1.494 0.299
O 2.294 0.339 0.661 0.556 1.287 0.861
H -0.087 1.086 0.939 0.062 0.233 0.138
H -0.325 1.880 -0.588 -0.205 0.860 0.041
H 0.732 2.679 0.734 -0.643 0.219 -0.064
H 1.272 0.341 -1.097 0.006 0.339 -0.301
H 2.310 1.773 -0.773 -0.048 0.058 -0.242
H 2.313 -0.606 0.594 -0.271 -0.310 -0.566
C -2.430 -1.039 -0.225 0.513 -0.987 -0.343
S -1.157 -2.195 -0.905 0.384 0.248 1.265
S -0.008 -2.561 0.840 -0.016 0.202 -1.236
H -2.152 -0.517 0.683 0.486 0.009 -0.068
H -2.572 -0.337 -1.043 -0.671 -0.031 0.168
H -3.229 -1.734 0.021 -0.566 0.685 -0.284
H 1.071 -1.966 0.278 -0.258 -0.246 0.465
```
Forces are in eV/Å.

2 unconnected molecules or ions with the total composition C15H19 in a non-equilibrium geometry, computed with ωB97M-V/def2-TZVPD.

Calculated values
- Relative energy (zero: lowest compared OMol25 entry of this formula, charge and spin): 0.938 eV
- Max |F|: 0.0488 hartree/bohr
- Frontier orbital gap: 4.69 eV
- Molar mass: 199.32 g/mol
- Charge: +1

```
34
Properties=species:S:1:pos:R:3:forces:R:3
H -0.508 0.569 -1.023 1.073 0.099 0.437
C 2.290 1.838 0.107 0.064 -0.623 -0.272
C 2.426 1.379 1.427 0.017 0.006 0.879
C 3.232 0.293 1.711 0.484 0.607 -0.428
C 4.189 -0.269 0.686 -2.434 -0.257 -0.549
C 3.775 0.096 -0.718 0.203 0.857 0.433
C 2.962 1.191 -0.955 0.411 -0.109 -0.575
H 1.508 2.585 -0.127 0.776 -0.226 0.191
H 1.858 1.927 2.197 0.177 -0.824 -0.296
H 3.168 -0.230 2.667 0.317 0.545 0.002
H 5.256 -0.037 0.906 -0.458 0.132 -0.107
H 4.141 -1.362 0.755 0.169 -0.080 0.108
H 4.103 -0.565 -1.529 0.255 0.655 0.186
H 2.813 1.608 -1.963 -0.100 -0.720 0.417
C -1.968 0.895 -2.341 -0.209 0.323 0.497
C -1.562 0.717 -0.862 0.288 -0.436 0.056
C -1.754 1.977 -0.024 -0.180 -0.023 -0.481
C -1.956 -0.572 -0.123 0.058 -0.140 0.305
C -1.703 -0.760 1.261 -0.145 -0.474 -0.182
C -1.962 -2.005 1.876 0.249 0.442 -0.389
C -2.413 -3.091 1.118 -0.158 0.580 -0.010
C -2.664 -2.903 -0.239 0.098 0.013 -0.038
C -2.429 -1.665 -0.843 0.090 -0.110 -0.179
H -1.571 0.074 -2.952 -0.202 0.332 0.062
H -3.044 0.985 -2.480 -0.118 -0.157 -0.061
H -1.529 1.856 -2.677 -0.138 -0.555 -0.006
H -1.407 1.847 1.001 0.046 0.154 -0.083
H -1.232 2.808 -0.507 0.003 0.042 0.202
H -2.809 2.246 0.010 -0.088 0.025 0.101
H -1.255 0.037 1.872 -0.412 -0.331 -0.283
H -1.796 -2.131 2.950 0.017 0.106 -0.420
H -2.586 -4.054 1.591 -0.008 0.159 -0.099
H -3.034 -3.730 -0.843 0.114 0.155 0.120
H -2.537 -1.555 -1.927 -0.258 -0.165 0.461
```
Forces are in eV/Å.